Entry 1:
C5H6O2 in the gas phase. Source: the OMol25 dataset; level of theory: the ωB97M-V functional and the def2-TZVPD basis.

Structure (ORCA input):
```
! wB97M-V def2-TZVPD RIJCOSX def2/J DEFGRID3
* xyz 0 1
C -1.76084 0.85073 -0.19118
C -0.48014 0.21066 0.29174
O -0.77516 -1.08813 0.77401
C 0.57273 0.09009 -0.81562
O 0.42893 0.45829 -1.95707
C 1.81072 -0.52763 -0.32227
C 2.77292 -0.97922 0.24740
H -2.40666 1.07568 0.66155
H -2.28726 0.16944 -0.86398
H -1.54269 1.77499 -0.73174
H -0.02420 0.82354 1.08818
H 0.04621 -1.48626 1.09596
H 3.64544 -1.37218 0.72303
*
```

As for the HOMO energy: -10.147 eV. The LUMO energy is 0.070 eV. The value obtained for the total energy is -9374.7931 eV. Its SMILES is C#CC(=O)[C@@H](C)O. For the orbital gap, the calculation gives 10.217 eV. The energy above the lowest of the compared OMol25 structures with the same formula, charge and spin comes out at 53.1 kcal per mole.

***

Entry 2:
2 unconnected molecules or ions with the total composition C5H6O2. Source: the OMol25 dataset; level of theory: the ωB97M-V functional and the def2-TZVPD basis.

Structure (ORCA input):
```
! wB97M-V def2-TZVPD RIJCOSX def2/J DEFGRID3
* xyz 0 1
C 1.22115 0.93486 0.30304
C 0.60455 -0.44588 0.44869
O -2.05141 1.34024 0.87270
C -2.58681 0.80356 -0.01130
O -3.12812 0.26803 -0.89609
C -0.18949 -1.10066 -0.65169
C 0.99046 -1.58724 -0.44291
H 1.32974 1.21505 -0.75077
H 2.21666 0.96641 0.76254
H 0.60186 1.69160 0.79796
H 0.33767 -0.67723 1.48637
H -1.10955 -1.11310 -1.21783
H 1.76329 -2.29564 -0.70069
*
```

As for the HOMO energy: -9.528 eV. The LUMO energy is 0.673 eV. The value obtained for the total energy is -9375.3243 eV. Its SMILES is CC1C=C1.O=C=O. For the orbital gap, the calculation gives 10.201 eV. The energy above the lowest of the compared OMol25 structures with the same formula, charge and spin comes out at 40.8 kcal per mole.

***

Entry 3:
C5H6O2 in the gas phase at a distorted geometry. Source: the OMol25 dataset; level of theory: the ωB97M-V functional and the def2-TZVPD basis.

Structure (ORCA input):
```
! wB97M-V def2-TZVPD RIJCOSX def2/J DEFGRID3
* xyz 0 1
C -0.51673 0.07283 -0.26141
C -1.27377 0.62778 0.75169
C -1.17348 0.82660 1.99457
C -1.19183 -0.41635 -1.44482
C 1.97475 -0.17204 0.24715
O -1.40679 1.20996 3.05546
O 1.06723 -0.33456 -0.70773
H -0.47983 -0.82250 -2.20634
H -1.73712 0.37428 -1.77067
H -1.93683 -1.20741 -1.15731
H 2.08039 -0.92581 1.00276
H 1.63781 0.88111 0.75171
H 2.95620 -0.11389 -0.25508
*
```

As for the HOMO energy: -9.551 eV. The LUMO energy is -0.530 eV. The value obtained for the total energy is -9372.3547 eV. Its SMILES is COC(C)=C=C=O. For the orbital gap, the calculation gives 9.022 eV. The energy above the lowest of the compared OMol25 structures with the same formula, charge and spin comes out at 109.3 kcal per mole.

***

Entry 4:
2 unconnected molecules or ions with the total composition C5H6O2 at a distorted geometry. Source: the OMol25 dataset; level of theory: the ωB97M-V functional and the def2-TZVPD basis.

Structure (ORCA input):
```
! wB97M-V def2-TZVPD RIJCOSX def2/J DEFGRID3
* xyz 0 1
O -2.25817 -0.78453 1.21770
C -1.55596 -1.28261 0.42856
C -0.55918 1.64986 -0.27828
C 0.62103 1.07611 -0.14438
C 1.75289 0.51212 0.53152
O 1.57184 0.50724 -0.92204
C -0.77267 -1.87767 -0.44366
H -1.10729 1.97885 0.59562
H -0.99707 1.78701 -1.26077
H 2.56054 1.15234 0.87984
H 1.67271 -0.46902 0.99636
H -0.12464 -1.29259 -1.08546
H -0.80403 -2.95710 -0.51502
*
```

As for the HOMO energy: -9.234 eV. The LUMO energy is 0.889 eV. The value obtained for the total energy is -9373.8629 eV. Its SMILES is C=C1CO1.C=C=O. For the orbital gap, the calculation gives 10.123 eV. The energy above the lowest of the compared OMol25 structures with the same formula, charge and spin comes out at 74.5 kcal per mole.

***

Entry 5:
C5H6O2 in the gas phase at a distorted geometry. Source: the OMol25 dataset; level of theory: the ωB97M-V functional and the def2-TZVPD basis.

Structure (ORCA input):
```
! wB97M-V def2-TZVPD RIJCOSX def2/J DEFGRID3
* xyz 0 1
C -0.50187 2.52359 1.81688
C -0.02635 1.62108 1.00631
C 0.64258 1.28372 -0.40248
C -0.67416 -0.77073 -0.48638
C -0.43315 -2.13637 -0.31128
O -1.70059 -0.21930 -0.77169
O 0.54907 -0.13123 -0.56936
H 1.50517 1.65407 -0.23054
H 0.89935 1.50798 1.61102
H 0.48699 2.10736 -0.90697
H -1.21650 -2.80138 -0.02724
H 0.33719 -2.02247 0.45419
H 0.13227 -2.61631 -1.18248
*
```

As for the HOMO energy: -10.468 eV. The LUMO energy is 0.012 eV. The value obtained for the total energy is -9370.3387 eV. For the orbital gap, the calculation gives 10.480 eV. The energy above the lowest of the compared OMol25 structures with the same formula, charge and spin comes out at 155.8 kcal per mole.

***

Entry 6:
C5H6O2 in the gas phase. Source: the OMol25 dataset; level of theory: the ωB97M-V functional and the def2-TZVPD basis.

Structure (ORCA input):
```
! wB97M-V def2-TZVPD RIJCOSX def2/J DEFGRID3
* xyz 0 1
O 1.48218 1.85849 1.09688
C 0.92565 0.91435 0.55105
C 1.54182 -0.35957 0.29272
O 0.88918 -1.27527 -0.47028
C -0.38427 -1.33379 -0.60139
C -1.18179 -0.31850 0.11907
C -0.45740 1.01628 -0.08933
H 2.60361 -0.55786 0.34809
H -0.24776 1.12685 -1.16195
H -0.74881 -2.05465 -1.32602
H -1.17037 -0.57188 1.19856
H -2.22489 -0.32863 -0.20413
H -1.02715 1.88419 0.24672
*
```

As for the HOMO energy (alpha / beta): -7.786 / -8.088 eV. The LUMO energy (alpha / beta) is -0.436 / 0.013 eV. The value obtained for the total energy is -9374.3655 eV. For the orbital gap (alpha / beta), the calculation gives 7.350 / 8.101 eV. The energy above the lowest of the compared OMol25 structures with the same formula, charge and spin comes out at 63.0 kcal per mole.

***

Entry 7:
C5H6O2 in the gas phase at a distorted geometry. Source: the OMol25 dataset; level of theory: the ωB97M-V functional and the def2-TZVPD basis.

Structure (ORCA input):
```
! wB97M-V def2-TZVPD RIJCOSX def2/J DEFGRID3
* xyz 0 1
C -1.30357 -1.03283 0.11128
C -0.07476 -0.16249 0.27819
O 0.81895 -0.46619 -0.87037
C 2.11513 -0.40219 -0.47466
O 2.44052 -0.33604 0.67725
C -0.42436 1.25415 0.16840
C -0.92623 2.32848 -0.00124
H -1.83658 -0.72667 -0.78606
H -1.98307 -0.99470 0.97435
H -0.92211 -2.04736 0.01938
H 0.34192 -0.35523 1.28506
H 2.90178 -0.41899 -1.28001
H -1.14762 3.36005 -0.10157
*
```

As for the HOMO energy: -10.351 eV. The LUMO energy is 1.009 eV. The value obtained for the total energy is -9374.9016 eV. Its SMILES is C#C[C@@H](C)OC=O. For the orbital gap, the calculation gives 11.360 eV. The energy above the lowest of the compared OMol25 structures with the same formula, charge and spin comes out at 50.6 kcal per mole.

***

Entry 8:
C5H6O2 in the gas phase. Source: the OMol25 dataset; level of theory: the ωB97M-V functional and the def2-TZVPD basis.

Structure (ORCA input):
```
! wB97M-V def2-TZVPD RIJCOSX def2/J DEFGRID3
* xyz 0 1
C -0.19285 1.07001 -0.98300
C 0.29215 0.06382 0.07756
O -0.81931 -0.72069 0.57992
C -1.56271 -0.14663 1.53062
O -1.41661 0.96990 1.95698
C 1.28166 -0.90811 -0.40789
C 2.13261 -1.68694 -0.74980
H -1.17747 0.77245 -1.36214
H 0.49882 1.10529 -1.82775
H -0.27505 2.06990 -0.54781
H 0.72376 0.60325 0.92792
H -2.32863 -0.86306 1.87546
H 2.89179 -2.38157 -1.03138
*
```

As for the HOMO energy: -10.386 eV. The LUMO energy is 0.966 eV. The value obtained for the total energy is -9375.1462 eV. Its SMILES is C#C[C@@H](C)OC=O. For the orbital gap, the calculation gives 11.351 eV. The energy above the lowest of the compared OMol25 structures with the same formula, charge and spin comes out at 45.0 kcal per mole.

***

Entry 9:
C5H6O2 in the gas phase at a distorted geometry. Source: the OMol25 dataset; level of theory: the ωB97M-V functional and the def2-TZVPD basis.

Structure (ORCA input):
```
! wB97M-V def2-TZVPD RIJCOSX def2/J DEFGRID3
* xyz 0 1
C -1.08729 1.00343 0.17889
C -0.74300 -0.50588 0.37572
O -1.73924 -1.37151 -0.08668
C 0.48580 -0.74534 -0.46118
O 0.40867 -1.49031 -1.42003
C 1.70982 -0.05650 -0.13449
C 2.72711 0.50817 0.16663
H -2.03211 1.16059 0.69474
H -1.22563 1.26180 -0.88191
H -0.32449 1.67021 0.60829
H -0.50379 -0.67444 1.43707
H -1.30939 -1.76451 -0.90095
H 3.63354 1.00429 0.42390
*
```

As for the HOMO energy: -10.522 eV. The LUMO energy is -0.070 eV. The value obtained for the total energy is -9374.8671 eV. Its SMILES is C#CC(=O)[C@@H](C)O. For the orbital gap, the calculation gives 10.451 eV. The energy above the lowest of the compared OMol25 structures with the same formula, charge and spin comes out at 51.4 kcal per mole.

***

Entry 10:
C5H6O2S in the gas phase at a distorted geometry. Source: the OMol25 dataset; level of theory: the ωB97M-V functional and the def2-TZVPD basis.

Structure (ORCA input):
```
! wB97M-V def2-TZVPD RIJCOSX def2/J DEFGRID3
* xyz 0 1
C -0.29787 -1.67580 -0.45480
C 0.64323 -0.18314 1.32491
C -0.25628 0.77926 0.54883
C -0.16677 1.71398 -0.71138
C 0.12477 0.41915 -0.90625
H 1.68665 -0.14576 1.28784
H 0.21111 -0.51085 2.21650
H -1.23591 0.36407 0.82846
H -1.33486 2.05266 -0.76779
H 0.60330 2.43635 -0.94455
H 1.14824 0.10223 -0.83613
O 0.39224 -1.51950 0.60279
O -0.79317 -0.61252 -1.28600
S -0.72467 -3.22014 -0.90242
*
```

As for the HOMO energy: -8.218 eV. The LUMO energy is 0.624 eV. The value obtained for the total energy is -20207.6376 eV. Its SMILES is S=C1OC[C@H]2C[C@@H]2O1. For the orbital gap, the calculation gives 8.841 eV. The energy above the lowest of the compared OMol25 structures with the same formula, charge and spin comes out at 105.4 kcal per mole.

***

Entry 11:
C5H6O2S in the gas phase at a distorted geometry. Source: the OMol25 dataset; level of theory: the ωB97M-V functional and the def2-TZVPD basis.

Structure (ORCA input):
```
! wB97M-V def2-TZVPD RIJCOSX def2/J DEFGRID3
* xyz 0 1
C -0.78112 -1.16605 -1.29851
C 0.23253 -0.70495 -0.23520
C 1.33763 1.37656 0.17083
C -0.16261 1.17749 1.05481
C -0.68852 0.03327 0.82665
H -0.87381 -2.63467 -0.05377
H 0.72208 -1.44767 0.21208
H 2.34274 1.39823 0.87681
H 1.44602 2.19729 -0.74864
H -0.57874 2.00309 1.66197
H -1.46493 -0.30587 1.41329
O -1.35039 -2.26904 -0.92191
O 1.25021 0.21101 -0.63898
S -1.43111 0.13132 -2.31942
*
```

As for the HOMO energy: -8.570 eV. The LUMO energy is -0.120 eV. The value obtained for the total energy is -20208.0546 eV. Its SMILES is OC(=S)[C@@H]1C=CCO1. For the orbital gap, the calculation gives 8.450 eV. The energy above the lowest of the compared OMol25 structures with the same formula, charge and spin comes out at 95.7 kcal per mole.

***

Entry 12:
C5H6O2S in the gas phase at a distorted geometry. Source: the OMol25 dataset; level of theory: the ωB97M-V functional and the def2-TZVPD basis.

Structure (ORCA input):
```
! wB97M-V def2-TZVPD RIJCOSX def2/J DEFGRID3
* xyz 0 1
C -1.04350 -0.10210 0.23485
C -0.80336 1.37632 0.21466
C 0.49120 1.60762 -0.27552
C 1.21308 0.38164 -0.15759
C 0.30741 -0.73134 0.52397
H -1.15799 -1.38220 -1.43469
H -1.85579 -0.22745 0.93505
H -1.52700 2.18431 0.41186
H 0.72914 2.59914 -0.85216
H 0.43721 -0.71965 1.52083
H 1.53829 -2.38209 0.19189
O -1.64776 -0.61897 -0.97696
O 0.47332 -1.97704 -0.04063
S 2.84575 -0.00818 -0.29558
*
```

As for the HOMO energy: -8.819 eV. The LUMO energy is -1.150 eV. The value obtained for the total energy is -20209.2865 eV. Its SMILES is O[C@@H]1C=CC(=S)[C@@H]1O. For the orbital gap, the calculation gives 7.668 eV. The energy above the lowest of the compared OMol25 structures with the same formula, charge and spin comes out at 67.3 kcal per mole.